<i>
{"formula": "C7H8N2O", "method": "ωB97M-V/def2-TZVPD", "orbital_gap_ha": [0.345, 0.286], "homo_ha": [-0.354, -0.323], "elements": ["O", "N", "N", "C", "C", "C", "C", "C", "C", "C", "H", "H", "H", "H", "H", "H", "H", "H"], "positions_angstrom": [[-2.167, 0.462, -0.600], [-1.687, -0.408, 0.387], [2.248, -1.485, -0.672], [-1.581, 0.930, 0.458], [2.147, 1.273, -0.477], [-2.741, -0.902, 1.190], [2.008, 0.492, 0.661], [2.425, -0.710, -1.786], [2.074, -0.906, 0.425], [2.298, 0.704, -1.734], [-2.393, -0.999, 2.216], [-2.974, -1.821, 0.743], [1.782, 0.871, 1.679], [-2.203, 1.531, 1.041], [-0.670, 1.343, 0.655], [2.382, 1.302, -2.653], [-3.658, -0.384, 1.194], [2.709, -1.292, -2.725]]}

=====

<ii>
{"formula": "C7H8N2O", "method": "ωB97M-V/def2-TZVPD", "orbital_gap_ha": 0.374, "smiles": "C/C(=N\\O)c1ccccn1", "homo_ha": -0.347, "elements": ["O", "N", "N", "C", "C", "C", "C", "C", "C", "C", "H", "H", "H", "H", "H", "H", "H", "H"], "positions_angstrom": [[1.326, 1.688, -2.678], [0.131, -1.211, 0.612], [0.354, 1.313, -1.677], [0.794, 0.485, -0.915], [2.266, -0.125, -0.980], [-1.861, -1.077, 2.028], [-0.139, -0.043, 0.130], [-2.130, 0.129, 1.347], [-0.683, -1.741, 1.570], [-1.207, 0.663, 0.401], [-0.476, -2.420, 2.099], [-1.612, 1.648, -0.056], [0.754, 2.159, -3.090], [2.657, -0.516, -2.057], [-2.876, 0.778, 1.601], [2.805, 0.604, -0.874], [-2.391, -1.447, 2.775], [2.286, -0.888, -0.236]]}

=====

Preferred: <ii>; penalty for the next structure: 311.9 kJ/mol.